{"formula": "C39H94N2O27P6", "method": "the ωB97M-V functional and the def2-TZVPD basis", "smiles": "[H]/N=C\\C[C@]1(CCCCCCCCCCCCC)OC(=O)[C@@H](O)[C@H]1CNC.COP(=O)(OC)OC.COP(=O)(OC)OC.COP(=O)(OC)OC.COP(=O)(OC)OC.COP(=O)(OC)OC.COP(=O)(OC)OC", "charge": 0, "homo_ev": -8.7, "elements": ["H", "N", "C", "C", "C", "C", "C", "C", "C", "C", "C", "C", "C", "C", "C", "C", "C", "C", "O", "C", "O", "C", "O", "C", "C", "N", "C", "H", "H", "H", "H", "H", "H", "H", "H", "H", "H", "H", "H", "H", "H", "H", "H", "H", "H", "H", "H", "H", "H", "H", "H", "H", "H", "H", "H", "H", "H", "H", "H", "H", "H", "H", "H", "H", "H", "H", "C", "O", "P", "O", "O", "C", "O", "C", "H", "H", "H", "H", "H", "H", "H", "H", "H", "C", "O", "P", "O", "O", "C", "O", "C", "H", "H", "H", "H", "H", "H", "H", "H", "H", "C", "O", "P", "O", "O", "C", "O", "C", "H", "H", "H", "H", "H", "H", "H", "H", "H", "C", "O", "P", "O", "O", "C", "O", "C", "H", "H", "H", "H", "H", "H", "H", "H", "H", "C", "O", "P", "O", "O", "C", "O", "C", "H", "H", "H", "H", "H", "H", "H", "H", "H", "C", "O", "P", "O", "O", "C", "O", "C", "H", "H", "H", "H", "H", "H", "H", "H", "H"], "positions_angstrom": [[1.8480, 5.0328, -0.3760], [1.7859, 4.0139, -0.4237], [0.9088, 3.6258, 0.3988], [0.1227, 4.5386, 1.2980], [-1.3997, 4.2191, 1.3070], [-1.6021, 2.9711, 2.1356], [-2.8881, 2.1910, 1.7714], [-2.4821, 0.9559, 0.9694], [-3.6614, 0.1707, 0.3752], [-3.1717, -0.7166, -0.7947], [-3.5708, -0.2070, -2.1882], [-2.6229, 0.8757, -2.7546], [-3.2349, 2.2803, -2.5539], [-4.2778, 2.5303, -3.6404], [-5.1358, 3.7909, -3.4707], [-5.6190, 4.1130, -2.0535], [-6.9511, 3.4727, -1.6466], [-7.0619, 1.9697, -1.8614], [-1.7009, 3.9954, -0.0960], [-1.7629, 5.2513, -0.6172], [-1.1914, 5.6035, -1.5838], [-2.6803, 6.0350, 0.3471], [-3.9905, 5.5965, 0.0719], [-2.1895, 5.5085, 1.6868], [-3.2459, 5.4704, 2.8115], [-3.1941, 6.6411, 3.6886], [-3.5214, 7.8774, 2.9848], [0.7465, 2.5540, 0.4685], [0.4900, 4.3752, 2.3162], [0.3234, 5.5777, 1.0389], [-0.7501, 2.3082, 2.0100], [-1.5922, 3.2796, 3.1795], [-3.5546, 2.8485, 1.2175], [-3.3442, 1.8435, 2.6976], [-1.9015, 1.3029, 0.1140], [-1.9080, 0.2818, 1.6004], [-4.4603, 0.8451, 0.0680], [-4.0806, -0.4875, 1.1366], [-2.0843, -0.7371, -0.7509], [-3.5899, -1.7140, -0.6842], [-4.5474, 0.2667, -2.0746], [-3.7048, -1.0012, -2.9189], [-1.6620, 0.8332, -2.2440], [-2.4625, 0.7107, -3.8195], [-2.4302, 3.0151, -2.5788], [-3.6664, 2.2588, -1.5559], [-3.7110, 2.6611, -4.5661], [-4.8596, 1.6223, -3.7762], [-4.6574, 4.6704, -3.8973], [-6.0436, 3.6402, -4.0637], [-5.8034, 5.1903, -2.0208], [-4.8769, 3.9139, -1.2829], [-7.7306, 4.0224, -2.1714], [-7.1137, 3.6546, -0.5849], [-6.5180, 1.3944, -1.1166], [-8.1094, 1.6952, -1.7169], [-6.8219, 1.6505, -2.8706], [-2.5194, 7.0926, 0.1430], [-4.1637, 5.6355, -0.8747], [-1.4289, 6.2051, 2.0452], [-3.1394, 4.5992, 3.4489], [-4.2225, 5.4277, 2.3360], [-2.2409, 6.7237, 4.0198], [-4.4520, 7.7803, 2.4333], [-3.6687, 8.6660, 3.7215], [-2.7218, 8.2211, 2.3209], [3.3034, -2.1889, 2.8104], [2.5573, -1.8902, 4.0074], [1.9131, -0.3998, 4.1619], [0.9168, -0.3424, 3.0748], [3.3519, 0.2840, 3.6936], [4.5536, 0.0583, 4.4257], [1.5322, 1.0106, 4.9625], [1.9938, 1.2239, 6.3100], [3.0353, -3.1951, 2.5060], [3.0811, -1.4931, 2.0069], [4.3687, -2.1718, 3.0280], [5.3303, -0.2614, 3.7314], [4.4340, -0.7112, 5.1916], [4.8725, 0.9899, 4.8964], [3.0777, 1.3556, 6.3325], [1.7114, 0.3975, 6.9622], [1.5257, 2.1331, 6.6776], [-6.0900, -4.9976, -5.9729], [-5.1461, -4.2171, -6.7085], [-4.8841, -2.6736, -6.2214], [-4.2735, -2.8394, -4.8910], [-6.5133, -2.3958, -6.1097], [-7.3717, -2.5495, -7.2385], [-4.6197, -1.0608, -6.4779], [-4.7219, -0.5000, -7.8019], [-5.6605, -5.9923, -5.8737], [-6.2819, -4.5832, -4.9875], [-7.0244, -5.0738, -6.5295], [-8.2110, -3.1846, -6.9554], [-6.8607, -3.0060, -8.0890], [-7.7611, -1.5742, -7.5329], [-5.7577, -0.5084, -8.1475], [-4.0934, -1.0389, -8.5104], [-4.3818, 0.5303, -7.7463], [-7.6682, 8.8051, 1.2157], [-8.7914, 8.5823, 0.3566], [-8.4929, 8.0456, -1.1430], [-7.9629, 6.6890, -1.0027], [-7.2980, 9.1399, -1.4440], [-7.5136, 10.5411, -1.2811], [-9.0323, 8.0936, -2.6903], [-9.9445, 9.1290, -3.1118], [-7.9485, 8.4340, 2.1988], [-6.7798, 8.2834, 0.8692], [-7.4646, 9.8735, 1.2891], [-6.7135, 10.9479, -0.6631], [-8.4702, 10.7601, -0.8020], [-7.4783, 11.0283, -2.2560], [-9.4486, 10.1009, -3.1244], [-10.8208, 9.1718, -2.4655], [-10.2661, 8.8895, -4.1211], [7.5484, -3.8978, -0.0168], [6.3613, -4.5751, -0.4592], [5.5505, -5.4469, 0.6229], [4.9751, -4.5091, 1.5983], [6.8757, -6.1872, 1.2463], [7.8125, -6.8816, 0.4176], [4.6186, -6.7765, 0.7863], [4.6479, -7.7909, -0.2513], [7.5462, -2.9100, -0.4743], [7.5860, -3.7934, 1.0634], [8.4291, -4.4360, -0.3574], [8.8144, -6.5208, 0.6495], [7.6202, -6.7216, -0.6453], [7.7645, -7.9485, 0.6377], [5.6137, -8.2950, -0.2664], [4.4420, -7.3549, -1.2289], [3.8806, -8.5212, -0.0184], [4.0006, -12.5627, 4.6079], [3.3622, -11.4367, 4.0011], [4.2723, -10.4722, 3.0792], [4.6522, -11.2429, 1.8916], [5.5246, -10.3282, 4.1275], [5.3163, -9.9264, 5.4815], [4.3199, -8.9294, 2.5846], [3.6603, -7.8849, 3.3434], [3.3110, -13.3991, 4.5218], [4.9385, -12.8123, 4.1187], [4.1779, -12.3618, 5.6646], [5.8145, -10.6401, 6.1375], [4.2571, -9.8902, 5.7442], [5.7603, -8.9433, 5.6381], [4.1650, -7.7170, 4.2959], [2.6136, -8.1336, 3.5198], [3.7132, -6.9751, 2.7590], [12.6185, -3.0238, 2.3987], [11.9769, -2.3407, 1.3214], [11.7653, -3.1610, -0.0955], [10.7915, -4.1696, 0.4015], [13.3252, -3.7005, -0.0712], [14.4239, -2.7905, -0.1627], [11.6294, -3.5793, -1.7037], [12.0886, -2.6798, -2.7340], [12.0733, -2.7567, 3.3018], [12.6001, -4.1017, 2.2662], [13.6496, -2.6818, 2.4982], [15.1186, -3.0008, 0.6498], [14.1060, -1.7485, -0.0885], [14.9421, -2.9429, -1.1096], [13.1778, -2.5978, -2.7196], [11.6438, -1.6913, -2.6241], [11.7835, -3.0951, -3.6902]], "forces_ev_per_angstrom": [[0.1, 0.0, -0.2], [0.1, 0.1, 0.1], [0.2, 0.2, -0.2], [-0.2, -0.5, 0.6], [1.0, 0.1, -0.2], [-0.8, -0.1, -0.2], [1.0, -0.3, 0.6], [-1.2, 0.4, -0.6], [0.6, -0.4, 0.1], [-0.6, 0.3, -0.3], [0.1, 0.6, 0.0], [-0.5, 0.2, 0.3], [0.4, -0.8, -0.3], [0.7, 0.6, 0.0], [-0.7, -0.5, 0.2], [-0.2, 0.3, 0.1], [0.5, 0.0, 0.0], [-0.9, 0.1, 0.0], [0.2, -0.3, -0.1], [-0.9, -0.5, 1.5], [0.3, 0.5, -1.4], [0.8, -0.4, -1.2], [-0.2, 0.3, 0.6], [0.0, 0.2, 0.6], [0.0, 0.1, -0.3], [-0.3, -0.1, -0.4], [0.3, 0.3, 0.5], [-0.2, -0.1, 0.1], [0.0, 0.2, 0.1], [0.0, 0.1, -0.2], [0.1, -0.1, 0.0], [0.0, 0.0, 0.1], [-0.3, -0.1, 0.0], [-0.4, 0.2, 0.0], [0.4, -0.1, 0.1], [0.4, 0.1, -0.1], [0.0, 0.1, -0.1], [-0.1, 0.1, 0.2], [0.1, -0.5, 0.1], [0.2, -0.2, 0.1], [-0.3, -0.1, -0.2], [0.1, -0.3, 0.1], [0.2, -0.1, -0.1], [0.2, 0.0, -0.1], [-0.1, 0.3, 0.0], [-0.1, 0.3, 0.1], [0.0, -0.2, -0.2], [-0.3, 0.0, 0.1], [0.3, 0.0, 0.0], [0.0, 0.2, -0.2], [0.0, 0.1, 0.1], [0.2, -0.3, -0.2], [-0.2, -0.2, -0.1], [-0.1, 0.2, 0.1], [0.4, 0.0, -0.1], [-0.1, -0.1, 0.0], [0.3, -0.1, 0.0], [-0.3, 0.2, 0.4], [-0.1, 0.1, 0.0], [0.0, 0.1, 0.0], [0.1, -0.2, -0.1], [-0.2, -0.1, 0.2], [0.0, 0.0, 0.3], [0.0, -0.2, -0.1], [0.0, 0.1, 0.1], [-0.1, 0.0, -0.3], [0.3, -0.1, -0.4], [-1.5, -0.4, 3.1], [2.3, 2.5, -6.5], [-0.6, -0.2, 0.7], [0.1, 0.2, 0.5], [-0.1, 0.1, -0.2], [-0.5, -2.4, 2.5], [0.1, 0.2, -0.1], [-0.1, 0.0, 0.2], [-0.1, 0.1, 0.1], [0.0, 0.0, 0.0], [0.0, 0.0, 0.0], [0.1, 0.0, 0.0], [0.0, 0.0, 0.0], [0.0, 0.0, 0.0], [0.0, 0.1, 0.1], [-0.1, 0.0, -0.1], [-0.3, -0.2, 0.2], [2.1, 0.9, -2.4], [-4.1, 0.2, 5.6], [0.7, 0.1, -0.5], [0.0, 0.2, -0.4], [0.0, 0.1, 0.3], [1.6, -1.5, -2.6], [-0.2, 0.1, 0.1], [0.1, 0.1, -0.1], [0.1, 0.1, 0.0], [0.0, 0.0, 0.0], [0.0, 0.0, 0.0], [0.0, 0.0, 0.0], [0.0, 0.0, 0.0], [0.0, 0.0, 0.0], [0.0, 0.1, 0.0], [0.0, 0.0, 0.1], [0.3, 0.1, 0.3], [-2.6, 0.2, -1.2], [5.5, -0.4, -0.6], [-0.5, -0.2, -0.1], [-0.3, 0.1, 0.1], [0.2, -0.2, -0.1], [-2.5, 0.6, 1.8], [0.1, 0.1, -0.1], [-0.1, -0.1, -0.1], [-0.1, -0.1, -0.1], [0.0, 0.0, -0.1], [0.0, 0.0, 0.0], [0.0, 0.0, 0.0], [0.0, 0.0, 0.0], [0.0, 0.0, 0.0], [0.0, 0.0, 0.0], [0.1, -0.1, 0.0], [0.5, 0.2, 0.0], [-2.1, -1.2, -1.7], [2.9, 0.3, 5.0], [-0.5, 0.0, -0.3], [-0.1, 0.1, -0.3], [0.0, 0.0, 0.2], [-0.3, 0.9, -3.3], [0.0, -0.2, 0.1], [-0.2, 0.0, -0.1], [-0.1, -0.1, 0.0], [0.0, 0.0, 0.1], [0.0, 0.0, 0.0], [0.0, 0.0, 0.0], [0.0, 0.0, 0.0], [0.0, 0.0, 0.1], [0.0, 0.0, 0.0], [0.0, 0.0, 0.1], [0.1, -0.3, 0.2], [-1.6, 2.1, -0.4], [4.7, -1.6, -0.4], [-0.3, 0.1, -0.2], [-0.4, -0.1, 0.1], [0.2, 0.0, -0.1], [-2.8, -0.4, 1.0], [0.0, 0.1, 0.2], [0.0, 0.1, -0.1], [0.0, 0.1, -0.1], [0.0, 0.1, 0.0], [0.0, 0.0, 0.0], [0.0, 0.0, 0.0], [0.0, 0.0, 0.0], [0.0, -0.1, 0.0], [0.0, 0.0, 0.0], [0.1, 0.0, 0.0], [0.4, -0.1, 0.2], [-0.9, 2.7, -1.9], [1.5, -6.9, 3.0], [-0.4, 0.5, -0.5], [0.1, 0.6, -0.5], [0.0, -0.2, 0.1], [-0.6, 3.5, -0.2], [0.2, -0.2, 0.0], [-0.1, 0.1, -0.1], [-0.1, 0.0, -0.1], [0.0, 0.0, 0.0], [0.0, 0.0, 0.0], [0.0, 0.0, 0.1], [0.0, 0.0, 0.0], [0.0, 0.0, 0.0], [0.0, 0.0, -0.1], [0.0, -0.1, 0.0]]}